Entry 1:
The following is a DFT calculation (ωB97M-V/def2-TZVPD) of 2 unconnected molecules or ions with the total composition C25H36FOSi in a non-equilibrium geometry.

Geometry as ORCA input:
```
! wB97M-V def2-TZVPD RIJCOSX def2/J DEFGRID3
* xyz 1 1
C -1.316 2.095 0.439
C -0.200 1.129 0.025
C -0.568 0.400 -1.268
Si 0.387 -0.006 1.432
C 0.719 -1.781 0.836
C -0.108 -2.862 1.537
C 2.202 -2.166 0.836
C 1.921 0.733 2.272
C 1.732 0.951 3.772
C 2.472 1.995 1.607
O -0.769 -0.005 2.660
C -2.029 -0.456 2.770
C -2.986 0.262 3.393
C -4.402 -0.079 3.148
H -1.434 2.862 -0.342
H -2.279 1.578 0.542
H -1.095 2.618 1.377
H 0.698 1.733 -0.179
H -0.834 1.134 -2.042
H 0.270 -0.192 -1.652
H -1.432 -0.264 -1.126
H 0.385 -1.742 -0.212
H 0.247 -3.857 1.233
H -0.015 -2.805 2.630
H -1.167 -2.795 1.270
H 2.331 -3.121 0.307
H 2.823 -1.420 0.326
H 2.582 -2.301 1.858
H 2.662 -0.069 2.140
H 2.665 1.344 4.202
H 0.937 1.680 3.982
H 1.507 0.014 4.293
H 3.410 2.286 2.100
H 2.697 1.838 0.546
H 1.774 2.840 1.696
H -2.235 -1.458 2.388
H -2.751 1.142 3.985
H -5.027 0.822 3.144
H -4.515 -0.599 2.186
H -4.808 -0.740 3.925
F -6.955 -2.463 6.478
C -5.996 -1.500 6.701
C -6.360 -0.346 7.389
C -5.375 0.632 7.598
C -4.077 0.437 7.157
C -3.699 -0.757 6.475
C -2.362 -0.875 6.002
C -1.612 -2.068 5.832
C -0.238 -1.956 5.458
C 0.497 -3.067 5.081
C -0.088 -4.346 5.114
C -1.399 -4.493 5.586
C -2.133 -3.387 5.999
C -4.714 -1.727 6.219
H -7.378 -0.223 7.752
H -5.635 1.551 8.125
H -3.308 1.196 7.319
H -1.803 0.058 5.889
H 0.217 -0.965 5.490
H 1.541 -2.948 4.780
H 0.492 -5.220 4.815
H -1.845 -5.488 5.653
H -3.108 -3.524 6.463
H -4.517 -2.612 5.615
*
```

The LUMO energy comes out at -0.210 hartree. The value obtained for the orbital gap is 5.50 eV.

Entry 2:
The following is a DFT calculation (ωB97M-V/def2-TZVPD) of a molecular structure, C25H36N3ORhSSeSi.

Geometry as ORCA input:
```
! wB97M-V def2-TZVPD RIJCOSX def2/J DEFGRID3
* xyz 0 5
Rh 0.277 -1.103 -1.615
C 6.214 -1.023 -4.194
C 4.984 -0.962 -3.341
C 5.026 -0.444 -2.043
C 3.835 -0.397 -1.353
N 2.696 -0.823 -1.887
C 2.744 -1.322 -3.136
S 1.204 -1.843 -3.733
N 3.852 -1.400 -3.879
H 7.085 -1.320 -3.610
H 6.418 -0.037 -4.617
H 6.061 -1.721 -5.013
H 5.949 -0.098 -1.600
H 3.781 -0.001 -0.344
C -5.301 0.292 -3.395
Si -4.820 -0.812 -1.964
C -5.409 -0.056 -0.352
C -5.595 -2.501 -2.179
C -3.004 -0.965 -1.886
C -1.785 -1.041 -1.808
H -6.382 0.456 -3.421
H -5.003 -0.158 -4.344
H -4.809 1.263 -3.318
H -6.489 0.110 -0.354
H -4.917 0.903 -0.177
H -5.169 -0.713 0.487
H -6.686 -2.438 -2.162
H -5.280 -3.176 -1.380
H -5.295 -2.947 -3.129
C -0.256 0.105 5.641
C 0.031 -0.561 4.323
C -0.991 -1.095 3.550
C -0.749 -1.721 2.332
C -1.888 -2.317 1.556
C 0.574 -1.801 1.881
Se 0.942 -2.646 0.197
C 1.629 -1.295 2.647
C 3.073 -1.380 2.223
C 1.333 -0.676 3.856
H -1.326 0.254 5.783
H 0.236 1.076 5.708
H 0.110 -0.504 6.470
H -2.015 -1.029 3.903
H -2.825 -2.196 2.099
H -1.730 -3.385 1.390
H -2.001 -1.860 0.570
H 3.189 -1.732 1.199
H 3.619 -2.069 2.870
H 3.554 -0.404 2.305
H 2.150 -0.271 4.446
O 0.565 1.162 -1.565
C -0.131 2.012 -1.021
C -1.097 1.707 0.079
C -0.201 1.726 1.341
C 0.717 2.951 1.522
C 1.900 3.054 0.536
C 1.540 3.683 -0.824
N 0.154 3.345 -1.190
H -1.562 0.732 -0.060
H -1.875 2.471 0.145
H 0.426 0.831 1.313
H -0.844 1.623 2.216
H 1.128 2.889 2.532
H 0.126 3.875 1.501
H 2.300 2.050 0.370
H 2.705 3.639 0.988
H 2.213 3.338 -1.605
H 1.601 4.770 -0.783
H -0.506 3.926 -0.697
*
```

The LUMO energy (alpha / beta) comes out at 0.016 / -0.083 hartree. The value obtained for the orbital gap (alpha / beta) is 7.52 / 5.65 eV.

So what do the calculations give for energy relative to the best compared isomer or geometry (same formula, charge and spin)? Going down the list: 3.5 40.2 kJ/mol.
So what do the calculations give for electronic energy? Going down the list: -39145.168 -120093.198 eV.